No. 1
{
  "formula": "C39H25Br2Cl72N4O3PS",
  "method": "ωB97M-V/def2-TZVPD",
  "elements": ["C", "Cl", "Cl", "C", "Cl", "H", "C", "H", "C", "N", "Cl", "C", "Cl", "H", "C", "H", "C", "N", "Cl", "Cl", "P", "C", "Cl", "C", "C", "Cl", "C", "Cl", "Cl", "Cl", "Cl", "Cl", "Cl", "Cl", "C", "Cl", "Cl", "H", "C", "Cl", "Cl", "Cl", "Cl", "Cl", "C", "H", "Cl", "C", "C", "C", "N", "Cl", "H", "Cl", "Cl", "Cl", "Cl", "C", "Cl", "Cl", "Cl", "Br", "Cl", "C", "Cl", "Cl", "C", "H", "Cl", "Cl", "C", "Cl", "C", "Cl", "H", "Cl", "N", "Cl", "C", "Cl", "H", "H", "Cl", "Cl", "Cl", "Cl", "H", "Cl", "Cl", "C", "Br", "C", "O", "C", "O", "H", "C", "H", "Cl", "Cl", "Cl", "H", "Cl", "O", "H", "H", "Cl", "H", "Cl", "C", "Cl", "H", "C", "Cl", "Cl", "Cl", "Cl", "Cl", "C", "Cl", "H", "H", "C", "H", "Cl", "C", "S", "H", "C", "C", "H", "C", "Cl", "Cl", "Cl", "Cl", "C", "H", "Cl", "Cl", "C", "C", "Cl", "C", "Cl", "Cl", "Cl"],
  "xyz": [[3.80366, 2.85633, -3.50328], [3.21283, 0.93165, -8.04814], [2.35045, -6.93283, 9.63203], [7.14386, -7.36803, 5.10901], [1.02703, 2.14974, 6.91751], [-4.70576, -0.77826, -1.04857], [3.59910, 2.02142, 3.47783], [6.58633, 1.80516, -0.56485], [-12.79138, -1.30929, -5.18635], [-4.96696, -0.34139, -0.16366], [-11.34004, 4.31942, -9.23909], [-2.63389, 1.09373, -0.72952], [8.90782, -7.27911, 5.08842], [3.75108, 4.95840, -3.34186], [3.58775, 1.39971, -1.53364], [1.50695, -0.33391, -2.38455], [-12.59929, 3.08244, -9.29460], [5.86320, 2.24725, -1.11731], [-10.03072, 6.15372, 1.54102], [6.44862, -2.80183, 3.37988], [-4.33562, 1.25556, -0.10615], [-2.22274, 1.35521, -2.03635], [0.06709, -7.46627, 7.96916], [2.75252, -5.83551, -8.54239], [4.18713, -0.53217, -8.09390], [-11.74638, -3.99616, 3.53775], [4.64024, 1.68192, -0.66618], [-10.58219, -5.12317, 1.15142], [-7.38427, -2.87098, 1.89018], [0.43010, 0.59954, 4.55818], [5.67828, -0.48490, 4.89985], [-12.64169, 0.43778, -5.42919], [-5.65071, -4.90486, 0.82164], [-11.06438, 3.59156, 0.71348], [-9.86415, 4.40535, 1.72049], [5.39427, -3.11918, 6.05464], [3.38921, -4.23274, -8.90892], [0.44961, 2.11947, -3.80246], [0.88025, -7.89421, 9.47314], [2.75171, 8.13315, 4.19512], [4.61998, 7.29618, 6.22641], [11.07616, 4.04038, -0.60889], [-2.96211, -3.18838, 6.42255], [-14.15257, 3.83849, -9.66106], [0.03759, 0.75149, -1.50598], [0.98161, 3.91840, 2.69909], [-10.11030, 3.95828, 3.40970], [-1.69306, 0.65581, 0.19435], [-2.93846, -4.94048, 6.63978], [4.16779, -3.74277, 11.83411], [2.64933, 3.01479, 3.63849], [-9.94839, 1.23967, -3.45454], [6.01390, 1.96221, -2.07935], [2.72994, -0.05093, 6.16317], [1.74634, -6.40019, -9.87964], [-12.37409, -1.70766, -3.51917], [1.28439, -9.61335, 9.47440], [2.29158, 0.62935, 0.35310], [4.28906, -1.15773, -9.75616], [5.38961, 7.23144, 3.45039], [-4.59316, -5.54710, 6.54325], [3.67525, 0.08446, -4.09238], [7.14786, -2.69565, 0.45552], [-0.37368, 0.47718, -0.21161], [5.81429, -0.17029, -7.51724], [6.56906, -7.99545, 3.56035], [2.39132, 0.86262, -1.01689], [-0.11658, 0.54044, -4.28146], [5.05382, 9.76058, 4.79299], [-12.69494, 2.26224, -7.73070], [3.34614, 0.95082, 1.22121], [0.22690, 1.16224, -13.19284], [3.80764, 4.10225, -2.68583], [10.56475, 2.68415, -3.10300], [3.91467, 4.36816, 4.65553], [-12.20965, 1.90065, -10.54577], [1.36881, 0.56767, -1.94562], [9.90549, 5.47833, -2.81849], [6.38735, -2.09635, 4.99976], [-0.19556, -7.54155, 10.83366], [-2.98165, 1.66715, -2.73029], [4.72996, 4.20181, -2.13018], [5.11304, -4.50745, 10.55052], [8.36374, 3.48138, -1.42275], [-11.69445, -2.14300, -6.28756], [-9.16146, 0.33729, -0.83147], [5.34293, 1.70985, 1.33510], [-11.25723, -6.83405, 3.37368], [5.73590, -0.83130, -1.15428], [9.97826, 3.92336, -1.98725], [3.91243, 3.05422, -5.37935], [4.45505, 8.10557, 4.66692], [-5.13690, 2.04119, -1.28823], [3.29109, 4.32559, 3.77857], [-0.78754, 2.96158, -5.74325], [-1.97120, 0.43861, 1.21499], [-0.90638, 1.20313, -2.43545], [4.08928, 0.04308, 2.97179], [-7.23476, 0.40497, -2.97276], [8.02150, -1.99115, 5.65729], [-8.22658, 2.87491, -1.82377], [2.95496, 4.08558, -2.01882], [0.08076, -0.56008, 7.18265], [4.68928, 2.13714, 3.98764], [-0.21945, 3.57028, -5.26934], [-5.64545, 2.71479, -0.83473], [-5.93352, -4.64304, 3.68224], [2.19617, 3.30097, 1.59942], [2.53234, -4.40140, 11.81957], [3.30527, 0.74741, 2.71877], [4.10825, -2.00022, 11.55920], [-1.91663, 1.35280, -5.38205], [-8.63774, 1.21124, -2.27364], [8.61432, -0.85430, -1.21881], [4.08862, -6.96335, -8.29342], [-14.45255, -1.80189, -5.51684], [-8.24618, 3.91333, 1.21183], [6.62404, -8.44681, 6.40781], [-1.43379, 2.12261, -4.79329], [-2.22939, -5.33347, 8.20086], [2.37602, 0.30131, 3.07229], [-4.43610, -0.85172, 0.53841], [-5.88764, -3.76320, 2.14517], [3.85165, 4.60455, 2.88934], [-9.04097, -4.99405, 3.57805], [1.13505, 1.81394, -11.82479], [0.80324, -0.11350, 0.97787], [-2.18819, 2.71456, -4.28436], [3.70824, 1.63363, -2.98642], [-0.42797, 1.48148, -3.84042], [1.16516, 2.16877, 2.39587], [-10.65621, -5.23834, 2.91331], [7.13872, -3.02726, -2.42729], [4.92461, -4.06946, 13.39473], [6.47601, -5.75238, 5.37727], [-4.52479, -2.63501, 2.20471], [4.50807, 1.46822, 0.70068], [2.50704, 5.06178, 3.90948], [1.76200, 3.41231, -12.24212], [3.45099, -1.76136, -7.04993], [7.16663, -1.86265, -1.09922], [1.06489, 0.53590, 6.20917], [0.07309, 1.94906, -10.42045], [1.67423, 3.10662, 2.53703], [-1.96970, -5.67407, 5.35377], [2.47859, 0.73770, -11.43462], [1.77595, -5.74920, -7.06979]],
  "forces_ev_per_angstrom": [[0.0885, -0.5615, -0.2738], [-0.0636, -0.1128, -0.0974], [0.0298, -0.1297, -0.0746], [-0.0071, 0.0298, -0.0265], [-0.0060, 0.0376, -0.0030], [-0.2663, -0.1702, -0.0363], [-0.1375, -0.2994, 0.5345], [0.3106, 0.1611, -0.0086], [0.0135, -0.0372, 0.0183], [0.7043, 0.2654, -0.8169], [0.0025, 0.0021, 0.0037], [0.1209, -0.2583, -0.4606], [0.0134, 0.0049, 0.0004], [-0.2032, 0.2582, -0.0733], [-0.2446, -0.0752, 0.1040], [0.0813, 0.0040, -0.2664], [0.0037, 0.0732, 0.0437], [-0.7276, -0.8134, 0.0582], [-0.0003, 0.0137, -0.0029], [-0.1342, 0.0223, 0.3031], [-0.0599, 0.2498, 1.8280], [-0.2655, -0.1070, 0.2740], [0.2607, -0.2920, -0.0531], [0.0183, -0.0051, -0.0424], [0.0122, 0.0179, 0.1436], [-0.0107, 0.0125, 0.0003], [0.2568, 0.8762, -0.0396], [0.0038, 0.0069, -0.0266], [0.2702, 0.2250, -0.1339], [-0.3228, -0.0945, 0.2174], [0.3113, -0.0534, 0.0308], [-0.0204, -0.2026, 0.3892], [0.0075, -0.0173, -0.0064], [-0.0086, -0.0106, -0.0145], [-0.0261, -0.0052, -0.0166], [-0.1849, 0.4340, 0.0758], [-0.0499, -0.4392, -0.2408], [0.3028, 0.0196, 0.1242], [0.0637, 0.0073, -0.0623], [-0.0230, 0.0071, -0.0107], [-0.0086, -0.0158, 0.0117], [0.0011, 0.0012, 0.0035], [0.0335, 0.0818, -0.0261], [-0.0077, 0.0032, 0.0025], [-0.6743, -0.0233, -0.0606], [-0.2725, 0.0436, 0.2994], [-0.0002, -0.0037, 0.0124], [0.1625, 0.0831, -0.4144], [0.0122, 0.1446, -0.1017], [-0.0160, 0.0256, 0.0021], [0.1575, 0.3450, -1.5729], [-0.0220, 0.0052, 0.0021], [0.1606, 0.2075, -0.1293], [-0.0912, 0.0241, -0.0007], [-0.0033, 0.0013, -0.0001], [0.0006, 0.0057, 0.0058], [-0.0090, 0.0218, 0.0031], [-0.3876, 0.0020, -0.1633], [0.1130, -0.0727, 0.2350], [0.0137, 0.0069, -0.0158], [-0.0010, -0.1689, 0.2268], [0.1012, -0.0133, 0.1035], [0.2820, -0.1399, -0.2903], [0.2855, 0.0664, 0.4731], [0.0282, -0.0210, 0.0115], [-0.0044, 0.0028, -0.0118], [0.9709, 0.0357, 0.2798], [0.3623, -0.1427, -0.1264], [0.0055, 0.0140, 0.0031], [-0.0114, 0.1834, -0.4267], [-0.2430, -0.0249, 0.1454], [-0.0021, -0.0029, -0.0033], [-0.0270, 0.1379, -0.4312], [0.0057, -0.0122, -0.0087], [0.3341, -0.1097, 0.1237], [0.0048, -0.0171, -0.0174], [-0.1106, -0.0951, 0.5599], [-0.0056, 0.0063, -0.0058], [-0.0205, 0.0469, 0.0816], [-0.0285, 0.0095, 0.0397], [-0.1024, 0.1539, -0.2610], [0.1939, -0.0943, 0.3388], [0.0319, -0.0256, -0.0481], [0.1855, 0.2321, -0.0904], [0.0137, -0.0038, -0.0099], [-0.0007, 0.0021, 0.0398], [0.1494, 0.0309, 0.3176], [-0.0030, -0.0058, -0.0031], [0.1418, -0.4849, -0.2063], [0.0418, -0.0464, 0.0307], [0.0857, 0.3647, 0.0270], [0.0158, -0.0004, 0.0059], [0.4390, -0.3005, -0.4183], [-0.5782, 0.2443, 0.6778], [0.0105, -0.2493, -0.3092], [-0.0412, 0.0655, 0.2098], [0.1930, 0.1385, -0.2137], [0.1103, 0.0476, 0.1043], [-0.1084, -0.0115, -0.0774], [-0.0057, -0.0293, 0.0048], [-0.0627, -0.0831, -0.2979], [-0.0966, 0.1372, 0.3016], [-0.0366, -0.0310, -0.0210], [0.9386, 0.1433, 0.3358], [0.1175, 0.1692, 0.0807], [-0.2761, 0.2352, -0.1945], [0.1367, 0.1295, -0.1355], [0.0461, 0.2350, -0.1893], [-0.0286, 0.1145, 0.1176], [-0.7182, -0.3426, -0.2287], [0.0021, 0.0081, -0.0089], [-0.3249, -0.0681, -0.0642], [0.0733, -0.0563, -0.0156], [0.0043, 0.0030, -0.0186], [0.0068, -0.0072, 0.0023], [-0.0125, 0.0014, -0.0067], [0.0474, 0.0805, 0.3001], [-0.0105, 0.0092, 0.0130], [0.3266, 0.2688, -0.1382], [-0.3390, 0.2151, 0.0466], [-0.0076, 0.1095, -0.2725], [-0.3833, -0.0746, 0.1216], [-0.0905, 0.0009, -0.0284], [0.2404, -0.1196, -0.1383], [-0.3636, -0.2993, 0.1622], [0.0053, 0.0084, -0.0117], [0.0268, -0.1423, -0.0555], [-0.1893, -0.0186, 0.2548], [-0.0877, 0.0085, -0.0437], [-0.6164, 0.0148, 0.0186], [-0.4338, -0.1928, 0.1383], [-0.0101, 0.0007, 0.0396], [0.0051, 0.0652, 0.0821], [0.0096, -0.0045, 0.0101], [0.1742, -0.4956, -0.0271], [0.1332, -0.1138, 0.1855], [-0.2921, 0.0575, -0.5359], [-0.1944, 0.1524, 0.0340], [0.0044, 0.0128, -0.0104], [0.0714, 0.3756, 0.0629], [-0.1261, -0.0418, 0.0070], [0.0432, 0.0150, 0.0409], [0.0005, 0.0047, 0.0206], [0.4974, -0.2942, -0.0735], [0.0066, -0.0314, -0.0075], [-0.1801, 0.1280, -0.1740], [-0.0115, -0.0005, 0.0208]],
  "largest_force_ha_per_bohr": 0.03590,
  "total_charge": 0,
  "lumo_ev": -0.1,
  "homo_lumo_gap_ev": 8.04,
  "spin_multiplicity": 1
}

No. 2
{
  "formula": "C12H19N2O",
  "method": "ωB97M-V/def2-TZVPD",
  "elements": ["N", "H", "H", "H", "C", "C", "H", "H", "H", "C", "C", "H", "H", "H", "H", "H", "C", "N", "H", "H", "C", "C", "H", "C", "H", "C", "C", "C", "C", "O", "H", "H", "H", "H"],
  "xyz": [[1.59972, -1.61463, -0.86973], [0.94358, -1.06254, -0.23131], [-2.36794, -1.12859, -1.83287], [3.13853, 3.61240, -0.37064], [-1.27107, -1.54221, 1.36488], [-3.27004, -2.85982, 0.98113], [-2.20918, -2.75943, 2.87405], [2.20513, 4.87172, 0.49144], [-0.17788, -0.14077, -1.55999], [0.84044, 3.23642, 1.78654], [-1.26831, -1.14452, 0.02317], [1.25567, 1.88076, -1.30395], [1.72725, 4.35062, -1.15753], [-4.02437, -3.56016, 1.34309], [1.25153, 2.46779, 2.45765], [0.60250, -3.42938, -1.15529], [-2.25142, -2.42218, 1.83661], [1.26460, 3.02778, 0.41429], [-0.25498, 3.21699, 1.87147], [0.27907, -2.21703, -2.43962], [-0.10702, -0.32779, -0.48105], [1.03357, -2.61473, -1.74579], [3.06315, -0.44729, -1.27617], [2.13262, 4.02117, -0.19122], [1.86748, -3.01219, -2.33707], [-3.32098, -2.38691, -0.33623], [0.90347, 1.93142, -0.26285], [0.14662, 0.90771, 0.26393], [-2.32850, -1.52159, -0.81273], [2.24908, -0.68223, -1.75975], [1.21112, 4.21912, 2.09294], [-0.23387, 0.97985, 1.28672], [-4.13244, -2.68960, -1.00123], [-0.49714, -1.16017, 2.03712]],
  "forces_ev_per_angstrom": [[2.1699, -0.0072, -1.4151], [1.1915, -0.9342, 0.3477], [0.0020, -0.2933, 0.2704], [-0.2592, 0.1366, 0.1651], [-0.2543, -0.3795, 0.1273], [0.2728, 0.1910, -0.1178], [-0.0928, 0.0994, -0.3430], [0.0563, -0.1391, -0.3640], [0.7165, -0.5110, 0.2040], [-0.0922, 0.0649, 0.4576], [0.6968, -0.2180, 0.2266], [-0.1022, -0.0237, 0.4981], [0.0774, 0.0192, 0.3102], [0.2252, 0.2346, -0.1223], [-0.0388, 0.1891, -0.1854], [0.0416, 0.2621, -0.0178], [0.1088, 0.2706, -0.1064], [-0.5234, -1.0793, -0.5932], [0.2801, 0.0676, -0.0624], [0.1207, 0.0032, 0.1193], [-4.9009, 4.5576, 0.0821], [-0.3826, -0.4594, -0.0205], [-0.3243, -0.1442, -0.2567], [0.3451, 0.2737, -0.5476], [-0.2307, 0.1075, 0.2109], [0.1552, 0.2865, 0.0558], [0.7588, 1.0542, -0.0059], [-0.0278, -2.2084, -0.1220], [0.1545, -0.3267, -0.0613], [-0.2780, -0.3558, 1.4589], [-0.2308, -0.3458, 0.1173], [0.2826, -0.1468, -0.3831], [0.2556, 0.1095, 0.2493], [-0.1734, -0.3550, -0.1763]],
  "largest_force_ha_per_bohr": 0.13016,
  "total_charge": 1,
  "lumo_ev": -4.7,
  "relative_energy_kj_mol": 376.7,
  "homo_lumo_gap_ev": 7.21,
  "spin_multiplicity": 1
}